The following is a DFT calculation (ωB97M-V/def2-TZVPD) of C9H12FeI2O4SSm as an isolated structure.

Properties
- E_LUMO (spin up / spin down) (Eh) = -0.6156 / -0.6748
- 2S+1 = 11
- total charge = +4
- E_tot (a.u.) = -3564.33571
- E_HOMO (spin up / spin down) (eV) = -23.87 / -23.37
- frontier orbital gap (spin up / spin down) (eV) = 7.118 / 5.005
- molar mass (g/mol) = 676.3

Geometry as XYZ:
```
30
Properties=species:S:1:pos:R:3:forces:R:3
C 0.44854 -0.00283 -1.98810 -0.238 0.160 -1.419
C -1.20119 2.09840 3.30050 -2.291 1.587 3.440
O -1.88789 -2.42467 3.71837 2.686 2.749 -3.706
H 1.10419 2.07157 -2.10493 -0.078 0.067 -0.141
C -1.28532 -1.90360 2.87496 -3.683 -3.501 4.574
I 1.45468 3.71277 1.17757 0.621 1.231 -0.168
O -2.64753 2.66690 -0.27156 3.201 -2.118 2.607
H -1.39883 -0.34291 -3.01372 0.023 0.328 0.233
O -1.69986 2.52608 4.21452 0.820 -0.668 -1.659
C 0.85082 -1.39103 -2.50532 0.184 -0.330 -0.159
C 1.42408 -0.03879 3.12987 2.953 -1.919 2.807
H 2.12459 -0.64448 2.52060 -0.457 0.214 -0.108
H -1.66719 0.04077 -1.31480 0.084 0.024 -0.215
Sm 0.19920 1.10857 1.58775 -0.281 2.368 -0.643
H 0.62118 -1.42555 -3.56559 0.063 -0.104 -0.311
Fe -0.23002 -1.55413 1.38123 1.851 0.543 -1.629
C 1.30409 1.11789 -2.59740 0.244 -0.292 0.094
O -2.44249 -2.28112 -0.42569 4.134 2.186 3.289
C -1.83886 2.13686 0.34973 -3.784 2.479 -2.973
C -1.60004 -1.85744 0.26227 -5.418 -2.504 -3.792
I 1.08373 -3.52444 1.19675 0.675 -0.953 -0.103
H 0.78162 -0.59212 3.83006 -0.248 0.134 -0.284
H 1.05132 1.19710 -3.65746 0.077 0.047 0.025
H 2.02501 0.70691 3.70546 -0.591 0.347 -0.542
H 2.36344 0.88405 -2.48741 0.085 0.114 -0.246
H 1.91849 -1.54862 -2.34768 0.083 -0.173 -0.301
C -1.04143 0.28531 -2.18162 -0.363 -0.206 0.041
H 0.30508 -2.18137 -1.98562 -0.107 -0.022 -0.187
H -1.20446 1.33451 -2.45013 0.018 -0.186 0.047
S 1.08507 -0.17455 -0.35260 -0.263 -1.599 1.431
```
Forces are in eV/Å.